1.
20
Properties=species:S:1:pos:R:3 method="wB97M-V/def2-TZVPD" relative_energy_kj_mol=38.1 multiplicity=1 homo_ev=-8.730 smiles="N[C@@H]1NC=Nc2c(C(=O)O)csc21"
N -2.895 -1.035 -0.604
C -2.024 -0.528 0.414
N -2.037 0.892 0.502
C -1.009 1.624 0.179
N 0.217 1.446 -0.188
C 0.637 0.122 -0.037
C 1.999 -0.383 -0.050
C 3.123 0.537 -0.091
O 4.274 0.176 -0.025
O 2.797 1.803 -0.228
C 1.989 -1.761 -0.137
S 0.531 -2.483 -0.017
C -0.327 -0.867 0.057
H -2.542 -2.069 -0.756
H -3.124 -0.492 -1.444
H -2.307 -0.865 1.425
H -2.880 1.406 0.805
H -1.195 2.728 0.218
H 1.854 1.970 -0.114
H 2.920 -2.220 0.090

2.
66
Properties=species:S:1:pos:R:3 method="wB97M-V/def2-TZVPD" relative_energy_kj_mol=20.2 multiplicity=1 total_charge=-1 homo_ev=-3.941
O 0.048 -0.101 -1.740
C -1.065 0.231 -2.487
C -0.783 1.585 -3.169
C 0.105 2.501 -2.584
H 0.563 2.285 -1.610
C 0.347 3.709 -3.233
H 1.017 4.436 -2.761
C -0.290 3.967 -4.458
H -0.114 4.907 -4.969
C -1.149 3.030 -5.044
H -1.647 3.200 -5.994
C -1.384 1.817 -4.395
H -2.055 1.028 -4.763
H -1.101 -0.598 -3.245
C -2.906 -1.208 -1.479
C -2.470 0.195 -1.846
H -3.993 -1.308 -1.372
H -2.495 -1.547 -0.517
H -2.519 -1.935 -2.215
C -3.127 1.290 -1.522
C -4.450 1.431 -0.809
H -2.704 2.275 -1.752
H -5.221 1.918 -1.425
H -4.396 2.072 0.097
H -4.869 0.449 -0.507
Sr -0.185 -0.011 0.899
Cl 0.494 2.721 0.980
Cl -2.976 0.503 1.218
H 4.351 1.289 -2.306
H 4.670 1.630 0.388
C 3.295 1.309 -2.024
C 3.585 1.493 0.450
N 3.109 0.723 -0.701
H 2.699 0.722 -2.721
C 2.580 -0.495 -0.510
O 2.147 -0.912 0.579
H 3.320 0.970 1.370
H 2.490 -1.110 -1.447
H 2.944 2.341 -2.000
H 3.090 2.465 0.445
H -0.888 -5.437 1.081
H 1.031 -5.859 -0.863
C -1.331 -4.875 0.258
C 0.511 -5.108 -1.461
N -0.291 -4.282 -0.573
H -1.967 -4.092 0.683
C -0.137 -2.966 -0.449
O -0.752 -2.309 0.402
H 1.213 -4.431 -1.949
H 0.558 -2.479 -1.168
H -1.915 -5.549 -0.365
H -0.169 -5.567 -2.179
C 1.574 1.923 5.342
N 0.453 1.194 4.700
C 0.344 -0.118 4.495
S -0.938 -0.764 3.567
N 1.222 -0.974 5.081
C 1.481 -0.943 6.527
H 2.389 1.237 5.611
H 1.177 2.434 6.237
H 1.931 2.716 4.656
H -0.234 1.733 4.212
H 1.064 -1.908 4.699
H 0.987 -1.783 7.047
H 2.564 -1.085 6.634
H 1.170 0.022 6.959